Formula: C30H83N5O14
Source: the Open Molecules 2025 dataset
Level of theory: ωB97M-V/def2-TZVPD

Results
**SMILES**: COCCNCCOC.COCCNCCOC.COCCNCCOC.COCCNCCOC.COCCNCCOC.O.O.O.O
**Net charge**: 0
**Total energy**: -2519.58546 a.u.
**Lowest unoccupied orbital energy**: 0.236 eV
**HOMO level**: -0.3129 Ha
**Energy relative to the best compared isomer or geometry (same formula, charge and spin)**: 111.9 kcal per mole
**HOMO-LUMO gap**: 8.75 eV

Last columns: bonded neighbours and bond lengths (Å).
Positions of all 132 atoms, in Å:
1 C -7.47404 -0.43167 -1.57982  O2 1.405, H10 1.090, H11 1.090, H12 1.090
2 O -6.54528 0.24083 -2.39088  C1 1.405, C3 1.416
3 C -5.77099 1.23853 -1.75062  O2 1.416, C4 1.553, H13 1.090, H14 1.090
4 C -6.62032 2.52931 -1.59319  C3 1.553, N5 1.459, H15 1.090, H16 1.090
5 N -7.16309 3.17440 -2.78446  C4 1.459, C6 1.478, H17 1.010
6 C -8.09569 4.25920 -2.41205  N5 1.478, C7 1.539, H18 1.090, H19 1.090
7 C -8.68545 4.96278 -3.64745  C6 1.539, O8 1.413, H20 1.090, H21 1.090
8 O -9.44133 4.04108 -4.40527  C7 1.413, C9 1.436
9 C -10.15056 4.69828 -5.46706  O8 1.436, H22 1.090, H23 1.090, H24 1.090
10 H -8.12759 0.29945 -1.10400  C1 1.090
11 H -7.03884 -1.01436 -0.76792  C1 1.090
12 H -8.05943 -1.04805 -2.26209  C1 1.090
13 H -4.90448 1.36595 -2.39948  C3 1.090
14 H -5.33556 0.88879 -0.81457  C3 1.090
15 H -5.99738 3.14235 -0.94186  C4 1.090
16 H -7.50407 2.26816 -1.01104  C4 1.090
17 H -7.51760 2.50358 -3.45112  N5 1.010
18 H -7.60160 4.87914 -1.66395  C6 1.090
19 H -8.94659 3.83877 -1.87601  C6 1.090
20 H -7.90649 5.52598 -4.16136  C7 1.090
21 H -9.29351 5.76834 -3.23581  C7 1.090
22 H -10.99636 4.08659 -5.78100  C9 1.090
23 H -9.55315 4.81560 -6.37118  C9 1.090
24 H -10.53439 5.70388 -5.29526  C9 1.090
25 C 0.08434 -2.59478 8.56965  O26 1.387, H34 1.090, H35 1.090, H36 1.090
26 O -1.18614 -2.94878 8.13955  C25 1.387, C27 1.381
27 C -2.19611 -2.01219 8.24453  O26 1.381, C28 1.522, H37 1.090, H38 1.090
28 C -3.47685 -2.65081 7.72613  C27 1.522, N29 1.510, H39 1.090, H40 1.090
29 N -4.56423 -1.61236 7.59165  C28 1.510, C30 1.467, H41 1.010
30 C -5.74326 -2.13568 6.89326  N29 1.467, C31 1.524, H42 1.090, H43 1.090
31 C -6.62121 -3.06400 7.72409  C30 1.524, O32 1.383, H44 1.090, H45 1.090
32 O -7.38582 -2.24814 8.53879  C31 1.383, C33 1.423
33 C -8.06574 -3.01300 9.52811  O32 1.423, H46 1.090, H47 1.090, H48 1.090
34 H 0.87432 -3.29239 8.29148  C25 1.090
35 H 0.15539 -2.67807 9.65414  C25 1.090
36 H 0.41120 -1.63119 8.17880  C25 1.090
37 H -2.01515 -1.10654 7.66558  C27 1.090
38 H -2.31458 -1.69470 9.28051  C27 1.090
39 H -3.78139 -3.51266 8.31990  C28 1.090
40 H -3.23646 -3.06371 6.74643  C28 1.090
41 H -4.98843 -1.43157 8.49024  N29 1.010
42 H -5.47730 -2.64908 5.96926  C30 1.090
43 H -6.41644 -1.30598 6.67756  C30 1.090
44 H -5.96713 -3.79127 8.20507  C31 1.090
45 H -7.25555 -3.54169 6.97741  C31 1.090
46 H -7.41096 -3.75050 9.99230  C33 1.090
47 H -8.96180 -3.44728 9.08473  C33 1.090
48 H -8.33590 -2.30307 10.30985  C33 1.090
49 C -1.96273 -7.03734 -4.10301  O50 1.431, H58 1.090, H59 1.090, H60 1.090
50 O -0.76601 -7.28482 -3.35782  C49 1.431, C51 1.459
51 C -0.46011 -6.39236 -2.24435  O50 1.459, C52 1.553, H61 1.090, H62 1.090
52 C -0.22043 -4.92455 -2.69286  C51 1.553, N53 1.416, H63 1.090, H64 1.090
53 N 0.98748 -4.71406 -3.40177  C52 1.416, C54 1.494, H65 1.010
54 C 2.18560 -5.12466 -2.61002  N53 1.494, C55 1.483, H66 1.090, H67 1.090
55 C 3.41928 -4.65346 -3.28385  C54 1.483, O56 1.443, H68 1.090, H69 1.090
56 O 4.54528 -5.53794 -3.10760  C55 1.443, C57 1.410
57 C 5.09118 -5.63096 -1.81143  O56 1.410, H70 1.090, H71 1.090, H72 1.090
58 H -2.85993 -7.30650 -3.54562  C49 1.090
59 H -1.96015 -7.58575 -5.04501  C49 1.090
60 H -2.07157 -5.97885 -4.33931  C49 1.090
61 H 0.38563 -6.80230 -1.69228  C51 1.090
62 H -1.33366 -6.36058 -1.59319  C51 1.090
63 H -0.32968 -4.33642 -1.78166  C52 1.090
64 H -1.00318 -4.45644 -3.28976  C52 1.090
65 H 1.00814 -5.14539 -4.31480  N53 1.010
66 H 2.25484 -6.21086 -2.55102  C54 1.090
67 H 2.17846 -4.80499 -1.56799  C54 1.090
68 H 3.78816 -3.63424 -3.16897  C55 1.090
69 H 3.26488 -4.65072 -4.36285  C55 1.090
70 H 5.58552 -4.69324 -1.55766  C57 1.090
71 H 5.92410 -6.33127 -1.87412  C57 1.090
72 H 4.40454 -6.06579 -1.08511  C57 1.090
73 C 0.29075 6.16596 -1.15623  O74 1.424, H82 1.090, H83 1.090, H84 1.090
74 O -0.13926 7.04389 -2.19111  C73 1.424, C75 1.449
75 C -1.57089 7.10481 -2.40765  O74 1.449, C76 1.513, H85 1.090, H86 1.090
76 C -2.04663 8.17500 -3.36555  C75 1.513, N77 1.482, H87 1.090, H88 1.090
77 N -1.36061 8.12415 -4.67797  C76 1.482, C78 1.418, H89 1.010
78 C -1.86315 7.07072 -5.48343  N77 1.418, C79 1.533, H90 1.090, H91 1.090
79 C -1.10676 6.88508 -6.80423  C78 1.533, O80 1.412, H92 1.090, H93 1.090
80 O 0.28316 6.74601 -6.60129  C79 1.412, C81 1.454
81 C 0.95684 6.60844 -7.88233  O80 1.454, H94 1.090, H95 1.090, H96 1.090
82 H -0.29916 6.21926 -0.24121  C73 1.090
83 H 1.36269 6.26176 -0.98342  C73 1.090
84 H 0.12930 5.10594 -1.35218  C73 1.090
85 H -2.02658 7.24162 -1.42696  C75 1.090
86 H -1.94719 6.13596 -2.73603  C75 1.090
87 H -1.97131 9.16513 -2.91603  C76 1.090
88 H -3.11686 8.15185 -3.57091  C76 1.090
89 H -0.41909 7.84100 -4.44675  N77 1.010
90 H -2.94877 7.09829 -5.57705  C78 1.090
91 H -1.80093 6.07632 -5.04139  C78 1.090
92 H -1.41909 7.76716 -7.36324  C79 1.090
93 H -1.41225 5.96561 -7.30358  C79 1.090
94 H 1.97377 6.34558 -7.59103  C81 1.090
95 H 1.08297 7.49009 -8.51072  C81 1.090
96 H 0.52465 5.82838 -8.50909  C81 1.090
97 C 13.41540 -0.37324 -2.39184  O98 1.411, H106 1.090, H107 1.090, H108 1.090
98 O 13.46497 -0.51904 -0.98954  C97 1.411, C99 1.435
99 C 13.55328 -1.89601 -0.59661  O98 1.435, C100 1.503, H109 1.090, H110 1.090
100 C 13.30049 -2.07304 0.87398  C99 1.503, N101 1.418, H111 1.090, H112 1.090
101 N 11.90916 -2.03508 1.14747  C100 1.418, C102 1.467, H113 1.010
102 C 11.68447 -1.99141 2.59602  N101 1.467, C103 1.570, H114 1.090, H115 1.090
103 C 10.12806 -1.89298 2.77737  C102 1.570, O104 1.376, H116 1.090, H117 1.090
104 O 9.63345 -0.69326 2.32031  C103 1.376, C105 1.456
105 C 8.18386 -0.66962 2.18389  O104 1.456, H118 1.090, H119 1.090, H120 1.090
106 H 12.43478 -0.73800 -2.69748  C97 1.090
107 H 14.13307 -0.92628 -2.99780  C97 1.090
108 H 13.48177 0.69380 -2.60426  C97 1.090
109 H 14.50307 -2.39289 -0.79437  C99 1.090
110 H 12.86071 -2.53025 -1.14995  C99 1.090
111 H 13.82995 -1.32293 1.46145  C100 1.090
112 H 13.69206 -3.02804 1.22435  C100 1.090
113 H 11.66964 -1.08164 0.91583  N101 1.010
114 H 12.09924 -1.12656 3.11381  C102 1.090
115 H 11.97958 -2.88525 3.14562  C102 1.090
116 H 9.87960 -2.08697 3.82079  C103 1.090
117 H 9.79441 -2.74447 2.18430  C103 1.090
118 H 7.77576 -0.11520 3.02897  C105 1.090
119 H 7.66578 -1.62678 2.12430  C105 1.090
120 H 8.10276 -0.15488 1.22652  C105 1.090
121 O -2.88653 2.18324 4.87764  H122 0.957, H123 0.957
122 H -3.03339 2.95188 5.42887  O121 0.957
123 H -3.39233 1.48708 5.29687  O121 0.957
124 O 1.62552 -4.06837 3.98492  H125 0.957, H126 0.957
125 H 1.31470 -4.11681 4.88895  O124 0.957
126 H 1.34809 -3.20387 3.68176  O124 0.957
127 O 0.57552 -0.08712 2.23238  H128 0.957, H129 0.957
128 H -0.16873 0.45761 2.48850  O127 0.957
129 H 0.78373 0.19449 1.34156  O127 0.957
130 O 1.54732 0.54475 -2.05595  H131 0.957, H132 0.957
131 H 1.54466 -0.37537 -2.31976  O130 0.957
132 H 1.49381 1.03055 -2.87898  O130 0.957